272
Properties=species:S:1:pos:R:3:forces:R:3 method="wB97M-V/def2-TZVPD" e_homo_ev=-8.342 gap_ev=8.73 e_lumo_ha=0.0141 de_lowest_kcal_mol=101.5
C 11.0681 -1.5809 11.4995 -0.68 -0.31 0.32
C 10.3812 -2.5484 10.5043 1.17 0.72 -0.41
C 8.9160 -2.1612 10.3236 -0.56 -1.15 -0.55
O 8.3675 -2.9357 9.2592 -0.02 -0.41 -0.94
C 6.9575 -3.0366 9.2274 -0.07 1.01 1.06
N 11.1231 -2.5969 9.2280 -0.49 0.24 0.50
H 10.4324 -1.6291 12.3846 0.32 0.49 0.37
H 11.1833 -0.5468 11.1726 -0.56 0.04 -0.33
H 12.0931 -1.8385 11.7687 -0.06 -0.58 0.00
H 10.4867 -3.5547 10.9109 -0.48 -0.06 0.13
H 8.7633 -1.1066 10.0861 0.25 0.30 0.12
H 8.3466 -2.4123 11.2211 0.07 0.23 0.41
H 6.5007 -3.4370 8.3230 0.90 -0.56 -0.13
H 6.4829 -2.0540 9.2859 0.08 0.40 0.21
H 6.6304 -3.5787 10.1165 -0.28 -0.30 -0.05
H 12.0930 -2.6066 9.5263 0.06 -0.39 -0.38
H 11.0791 -1.6474 8.8769 -0.21 0.24 -0.50
C 8.7947 -3.7440 18.0820 0.38 0.11 1.08
C 8.6799 -2.2639 17.8532 0.03 0.65 -2.14
C 9.1676 -1.3815 18.9848 -1.19 -0.51 0.78
O 8.4542 -1.7115 20.1811 -0.19 0.22 1.26
C 7.0418 -1.5522 20.1575 -0.16 -0.43 -1.58
N 9.3928 -2.0152 16.5836 0.25 -0.13 0.31
H 8.3759 -4.3662 17.2923 -0.18 0.24 0.05
H 8.3849 -3.9841 19.0633 -0.05 -0.37 -0.09
H 9.8698 -3.9296 18.1147 0.12 -0.40 0.12
H 7.6558 -1.9722 17.6153 -0.22 -0.11 0.24
H 8.9936 -0.3236 18.7816 0.03 0.08 -0.44
H 10.2219 -1.5212 19.2259 0.07 -0.16 -0.11
H 6.6927 -0.5800 19.8037 0.37 0.52 0.31
H 6.5123 -1.8117 21.0731 0.80 0.11 0.37
H 6.6257 -2.2164 19.3974 -0.15 -0.32 0.04
H 10.3632 -2.2493 16.7500 0.31 -0.02 -0.15
H 9.3810 -1.0347 16.3312 -0.20 0.29 -0.01
C 17.4975 1.8418 14.5300 0.19 -1.14 1.73
C 16.5010 2.2840 15.6455 1.70 0.62 -0.79
C 17.1655 2.5075 17.0053 0.92 -1.77 0.78
O 17.4303 1.2008 17.5751 -0.15 0.26 0.65
C 18.0182 1.2302 18.8933 -0.44 -1.35 -1.10
N 15.9859 3.5432 15.1353 -0.79 0.42 0.69
H 18.0665 1.0060 14.9381 0.12 -0.09 -0.24
H 18.2253 2.6275 14.3264 -0.25 0.21 -0.25
H 17.0158 1.4423 13.6385 -0.12 0.42 -0.03
H 15.7406 1.5205 15.8129 -0.28 0.15 -0.28
H 16.5321 3.0474 17.7110 -0.29 0.20 -0.16
H 18.1502 2.9790 17.0023 -0.05 0.61 -0.60
H 17.3550 1.7221 19.6053 0.42 0.65 0.02
H 19.0783 1.4809 18.8446 -0.14 0.95 0.20
H 18.0593 0.1934 19.2304 -0.25 -0.19 -0.14
H 15.4776 4.0037 15.8815 -0.51 0.22 -0.01
H 16.7792 4.1445 14.9564 0.12 0.07 -0.25
C 14.5201 -0.3505 23.3272 0.88 -0.21 -1.09
C 13.9173 0.1497 21.9812 -1.25 -0.74 2.97
C 13.5179 -1.0151 21.0868 0.23 -0.08 0.05
O 14.6990 -1.6641 20.6303 -0.98 -0.73 0.30
C 15.1979 -1.2007 19.4321 1.22 0.93 -0.47
N 12.7807 0.9359 22.4358 -0.84 1.62 -1.36
H 15.3655 -0.9781 23.0422 0.04 -0.30 0.50
H 13.7988 -0.9025 23.9299 -0.10 -0.21 -0.31
H 14.8883 0.4486 23.9702 -0.04 0.24 -0.32
H 14.6350 0.8077 21.4914 -0.09 -0.02 -0.17
H 12.8279 -0.6804 20.3091 0.44 0.26 -0.66
H 12.9195 -1.7884 21.5711 0.17 0.11 0.69
H 16.1636 -1.6830 19.2757 -0.09 -0.25 -0.21
H 15.4459 -0.1399 19.5134 -0.12 0.34 -0.18
H 14.5610 -1.3278 18.5567 -0.34 -0.16 0.24
H 12.2878 1.3183 21.6390 0.15 0.40 -0.23
H 12.0236 0.5524 22.9842 0.66 -0.94 0.35
C 14.5324 -3.6556 14.1802 -0.58 0.63 -0.77
C 14.3486 -2.5219 15.1772 0.03 -0.13 1.10
C 12.8877 -2.2212 15.6094 -0.16 -0.65 -0.13
O 12.7832 -1.3342 16.7129 0.70 -1.00 -0.64
C 13.1981 -0.0325 16.4690 -1.13 2.08 0.92
N 15.2027 -2.8898 16.3350 -1.23 -0.01 0.11
H 13.9248 -3.5132 13.2849 -0.01 0.15 -0.16
H 14.2270 -4.6272 14.5685 0.15 0.11 0.39
H 15.5769 -3.6856 13.8694 0.04 -0.15 0.08
H 14.7639 -1.5634 14.8601 -0.06 0.00 -0.75
H 12.3346 -3.0914 15.9672 0.42 -0.52 -0.09
H 12.2673 -1.8461 14.7928 0.24 0.26 -0.39
H 13.1323 0.4203 15.4780 0.07 -0.93 -0.61
H 14.1576 0.2789 16.8859 0.32 -0.53 0.12
H 12.4223 0.5026 17.0214 0.34 0.72 0.29
H 14.8284 -3.7829 16.6334 0.29 -0.66 0.01
H 14.8499 -2.3183 17.0922 0.37 0.42 0.25
C 13.3500 -6.6325 12.6301 -0.18 -0.01 -0.23
C 13.0421 -8.0674 12.1861 0.24 0.55 -1.12
C 14.2508 -8.9472 12.1931 0.03 -0.97 0.67
O 15.2491 -8.4929 11.3212 0.23 0.01 0.03
C 16.3837 -9.3315 11.4306 0.34 0.47 -0.52
N 11.9222 -8.6137 12.9694 0.52 0.57 0.03
H 13.5675 -6.5711 13.6967 -0.38 -0.06 0.12
H 12.4905 -6.0309 12.3309 -0.18 0.21 0.53
H 14.1858 -6.1267 12.1466 0.18 -0.56 -0.27
H 12.7350 -8.0209 11.1389 0.05 0.25 -0.28
H 14.0125 -9.9765 11.9141 -0.44 -0.20 -0.14
H 14.6111 -9.0446 13.2200 0.34 0.22 0.23
H 17.1371 -8.9695 10.7308 0.02 0.26 0.14
H 16.1983 -10.3598 11.1152 -0.39 -0.18 0.23
H 16.7780 -9.2997 12.4473 0.10 -0.15 0.10
H 11.4041 -9.2565 12.3854 0.03 -0.26 -0.02
H 11.3217 -7.8011 13.0347 -0.58 -0.08 0.49
C 9.6757 -4.2793 13.5706 0.82 1.07 0.04
C 8.2530 -4.7585 13.7058 0.09 -1.01 0.81
C 8.1472 -6.1355 14.4280 -0.71 0.91 -2.09
O 8.8514 -7.0825 13.6482 0.69 -0.30 0.91
C 8.5122 -8.4134 13.9896 0.11 -0.39 -0.36
N 7.4251 -3.7676 14.4263 0.15 -0.51 -0.22
H 10.2098 -4.1691 14.5162 -0.25 -0.31 0.40
H 9.6900 -3.2554 13.1959 -0.31 0.01 -0.10
H 10.3592 -4.8120 12.9096 -0.48 -0.51 -0.06
H 7.8451 -4.9754 12.7177 -0.12 0.44 -0.15
H 7.1075 -6.4287 14.2670 -0.46 0.15 0.83
H 8.3931 -6.0121 15.4839 0.40 -0.55 0.12
H 7.6291 -8.7755 13.4595 -0.27 0.28 -0.19
H 8.3041 -8.5658 15.0493 0.30 0.19 0.17
H 9.3322 -9.0567 13.6710 0.08 0.03 0.23
H 6.6438 -4.2736 14.8240 -0.49 0.01 -0.23
H 7.9180 -3.4657 15.2580 0.55 0.44 -0.05
C 17.4349 -4.2889 6.7634 0.06 0.42 -0.99
C 18.1360 -5.4437 7.4536 -0.57 0.09 -1.02
C 17.2718 -5.9947 8.5733 0.49 0.75 1.49
O 17.0904 -4.9507 9.5424 0.71 0.70 0.37
C 16.6694 -5.4031 10.8139 -0.88 0.03 -0.24
N 18.4901 -6.4924 6.4840 0.01 0.07 0.57
H 17.3620 -3.4422 7.4452 -0.52 0.08 -0.26
H 16.5417 -4.5570 6.1948 -0.99 -0.32 1.22
H 17.9058 -3.9708 5.8299 1.33 0.33 0.40
H 19.0774 -5.0470 7.8354 -0.03 -0.19 0.46
H 17.8216 -6.7763 9.0998 -0.21 -0.56 -0.35
H 16.2508 -6.2675 8.3018 0.17 -0.60 -0.59
H 16.3952 -4.5720 11.4650 0.09 0.45 -0.37
H 17.3887 -5.9680 11.4092 0.35 -0.36 -0.47
H 15.7512 -5.9739 10.6672 0.05 -0.42 0.28
H 18.8986 -5.9785 5.7150 0.15 -0.34 -0.33
H 17.6377 -6.9120 6.1368 -0.11 -0.10 -0.18
C 13.4389 1.6533 11.1094 1.19 -0.80 -0.73
C 14.6241 1.9322 12.0537 -0.93 1.08 -1.78
C 15.2659 3.3202 11.7786 0.21 -1.28 -0.22
O 15.7079 3.4854 10.4045 -0.47 0.15 0.03
C 16.7157 2.5485 9.9813 -0.14 -0.19 1.82
N 14.1194 1.8438 13.3661 0.00 0.12 2.13
H 13.1593 0.6153 11.2918 -0.24 -0.02 -0.24
H 13.7768 1.7621 10.0780 -0.02 -0.22 -0.13
H 12.5482 2.2790 11.1709 0.22 0.31 0.67
H 15.4060 1.1732 12.0008 -0.08 -0.20 -0.61
H 16.0269 3.4404 12.5524 0.89 -0.03 -0.49
H 14.5623 4.0806 12.1206 -0.34 0.30 -1.02
H 16.3904 1.5077 10.0314 -0.30 -0.09 0.20
H 17.4985 2.6815 10.7302 0.61 -0.37 -0.27
H 17.1296 2.6287 8.9768 -0.48 1.06 -0.03
H 13.3062 2.4327 13.4877 -0.25 0.09 -0.25
H 14.8216 2.2958 13.9419 -0.11 -0.05 0.56
C 14.5017 3.7807 20.0941 -0.11 -0.08 0.99
C 13.9008 3.4822 18.7434 1.70 -0.06 0.25
C 12.3985 3.2954 18.7750 0.26 -1.05 -0.26
O 12.0420 2.1164 19.5383 0.49 0.95 -1.02
C 10.6606 1.8493 19.4242 -0.10 -0.19 1.13
N 14.3127 4.5870 17.8668 -0.91 -0.09 -0.79
H 14.5063 2.9415 20.7904 -0.65 0.11 0.19
H 13.9630 4.6592 20.4527 -0.06 -0.15 0.66
H 15.5511 4.0790 20.0891 0.12 0.01 -0.63
H 14.4190 2.6049 18.3520 -0.47 -0.43 -0.15
H 12.0598 3.1365 17.7495 -0.14 0.11 -0.19
H 11.9262 4.2044 19.1526 -0.22 0.03 0.32
H 10.2574 1.7258 18.4179 0.35 0.28 -0.32
H 10.1300 2.6249 19.9791 -0.41 0.13 -0.24
H 10.4713 0.9088 19.9418 0.11 -0.01 0.05
H 15.2436 4.8722 18.1363 0.00 0.17 0.02
H 13.6970 5.3745 18.0216 0.05 0.29 -0.05
C 20.0806 -1.4022 15.8887 0.35 -1.17 0.76
C 18.7489 -2.2216 15.9297 0.62 1.81 0.07
C 18.6081 -2.9834 17.2425 -0.55 -0.93 0.68
O 19.6886 -3.8434 17.4928 0.31 -0.76 -0.02
C 19.7702 -4.3287 18.8301 1.21 1.32 -0.55
N 17.6767 -1.2683 15.7520 -1.08 0.52 -0.67
H 20.9193 -2.0981 15.9389 0.04 -0.12 0.01
H 20.1709 -0.8212 16.8080 -0.19 0.23 0.05
H 20.3053 -0.7457 15.0486 -0.75 -0.09 -0.21
H 18.7148 -2.8731 15.0560 0.09 -0.40 0.22
H 17.6921 -3.5781 17.2842 -0.33 -0.15 -0.70
H 18.4359 -2.3743 18.1343 0.44 1.05 -0.12
H 20.6634 -4.9525 18.8484 -0.45 -0.57 0.03
H 18.8743 -4.7678 19.2696 -0.11 -0.28 -0.41
H 20.0793 -3.4730 19.4350 -0.34 0.19 0.47
H 17.6207 -0.4669 16.3669 0.71 -0.16 0.36
H 16.7436 -1.6592 15.7634 0.27 -0.62 0.06
C 20.1800 -1.4859 7.8898 0.45 0.32 -0.25
C 19.0347 -0.8676 8.6407 0.30 -1.27 0.66
C 18.6875 -1.6874 9.9237 -0.77 0.39 -0.52
O 17.7252 -0.9376 10.6501 -0.84 0.30 -0.15
C 17.5501 -1.2991 12.0285 0.73 0.30 -1.39
N 19.3582 0.4778 9.0254 0.09 0.44 0.42
H 21.1183 -1.3181 8.4190 0.00 -0.13 0.10
H 20.2241 -0.8950 6.9740 0.38 -0.38 -0.33
H 20.0566 -2.5464 7.6697 -0.10 0.03 -0.11
H 18.2365 -0.7728 7.9015 -0.83 -0.90 0.43
H 19.5153 -1.8978 10.6037 0.64 0.31 -0.33
H 18.2954 -2.6642 9.6331 -0.23 -0.15 -0.06
H 16.8227 -0.6156 12.4645 0.02 -0.12 -0.02
H 18.5379 -1.1333 12.4603 -0.16 -0.42 0.75
H 17.1975 -2.3306 12.0601 0.11 -0.10 0.49
H 19.0796 1.0531 8.2422 0.15 0.51 0.16
H 18.6864 0.6203 9.7691 0.00 0.84 0.22
C 10.4955 0.7750 14.1002 0.73 -0.29 -0.23
C 10.1120 1.6129 15.2794 -1.54 0.31 0.44
C 9.7327 3.0456 14.9156 0.42 0.08 -0.58
O 10.6893 3.6984 14.0746 -0.63 -0.20 0.60
C 11.8133 4.2298 14.7330 -0.02 0.83 -0.42
N 8.9112 1.0068 15.8765 -0.32 -0.40 0.59
H 10.4461 -0.2920 14.3193 -0.16 0.00 0.22
H 11.5350 0.9561 13.8255 -0.09 0.18 -0.39
H 9.8257 0.9708 13.2625 0.12 0.05 -0.13
H 10.8672 1.6344 16.0658 0.23 -0.15 -0.12
H 9.4583 3.5575 15.8410 0.66 0.59 0.25
H 8.7768 3.0671 14.3902 0.15 -0.32 -0.53
H 12.4761 3.4938 15.1900 -0.09 -0.14 0.20
H 11.5277 5.0170 15.4333 -0.13 -0.23 0.52
H 12.3714 4.7862 13.9791 0.20 -0.30 -0.16
H 8.1446 0.9354 15.2203 0.15 -0.13 -0.47
H 8.5038 1.5346 16.6373 0.32 0.27 0.25
C 16.3216 -11.0163 15.5270 1.54 0.31 0.17
C 15.6928 -10.1289 16.5909 -0.16 -0.04 -0.83
C 15.4992 -8.6719 16.0718 0.36 -0.44 1.61
O 16.7603 -8.0697 15.7303 -0.56 -0.50 -0.28
C 16.5741 -6.8455 15.0404 -0.48 -0.21 -0.37
N 14.4184 -10.7198 17.0659 -0.17 0.41 -0.90
H 17.3227 -10.6188 15.3505 0.25 -0.15 -0.01
H 15.9036 -11.0454 14.5202 -0.76 0.11 0.24
H 16.4478 -12.0286 15.9120 -0.07 -0.10 -0.12
H 16.3457 -10.0657 17.4618 0.22 -0.04 -0.10
H 15.1079 -8.1512 16.9481 -0.32 0.40 -0.09
H 14.7439 -8.6249 15.2859 0.17 0.02 -0.35
H 16.0340 -6.1112 15.6406 0.13 0.15 0.25
H 15.9674 -7.0161 14.1482 -0.18 -0.07 -0.21
H 17.5151 -6.4385 14.6716 0.20 -0.17 0.47
H 13.9062 -10.8507 16.2005 -0.78 0.57 -0.22
H 14.5697 -11.7092 17.2195 0.55 -0.13 0.78
C 15.8848 -6.1847 19.2826 0.36 0.70 0.43
C 15.0323 -4.9018 19.4499 1.33 -1.68 0.19
C 13.6922 -5.1347 18.7978 -0.54 0.10 -0.93
O 13.8163 -5.4195 17.3798 0.92 0.04 0.06
C 12.7539 -6.1609 16.8564 -1.01 -0.29 -0.41
N 14.8719 -4.6792 20.9035 -1.24 0.12 -0.98
H 16.7906 -5.9666 19.8505 0.30 -0.31 -0.10
H 16.1742 -6.4688 18.2713 -0.17 0.27 -0.07
H 15.4151 -7.0385 19.7715 -0.22 0.06 -0.02
H 15.5793 -4.0456 19.0514 -0.11 0.00 -0.66
H 13.0544 -4.2498 18.8451 -0.28 0.04 0.44
H 13.2335 -6.0011 19.2757 -0.20 0.12 0.21
H 11.8060 -5.6241 16.9364 -0.32 -0.10 0.82
H 12.7190 -7.1832 17.2363 -0.24 0.08 0.59
H 12.7290 -6.3301 15.7784 1.22 0.43 -0.28
H 15.7590 -4.6366 21.3853 0.19 0.00 -0.22
H 14.4933 -3.7403 20.8898 0.03 0.25 0.91
C 15.2880 -0.8984 6.2037 1.43 0.45 0.27
C 14.6616 -1.8258 7.2547 -0.59 0.49 -1.43
C 14.2862 -0.9841 8.4749 -0.55 -0.75 0.08
O 13.7361 -1.7372 9.5638 0.41 -0.08 -0.79
C 14.6767 -2.5558 10.2371 0.72 1.11 0.71
N 13.4957 -2.4005 6.5688 -0.95 -0.44 0.78
H 15.7809 -1.4188 5.3817 -0.33 -0.40 -0.05
H 16.0900 -0.2528 6.5681 0.09 0.07 0.42
H 14.5525 -0.2197 5.7716 -0.24 -0.16 0.12
H 15.2473 -2.6995 7.5401 0.57 0.42 0.04
H 13.5011 -0.2895 8.1730 -0.11 0.09 0.05
H 15.1291 -0.3821 8.8182 0.27 -0.11 0.05
H 15.6420 -2.5967 9.7315 -0.09 -0.25 -0.24
H 14.3406 -3.5613 10.4902 -0.43 0.03 -0.43
H 14.8756 -2.0177 11.1663 0.17 -0.27 0.41
H 13.6310 -2.5519 5.5794 0.40 -0.01 0.04
H 12.6840 -1.8019 6.6396 -0.13 0.02 0.18

18
Properties=species:S:1:pos:R:3:forces:R:3 method="wB97M-V/def2-TZVPD" e_homo_ev=-9.385 gap_ev=10.03 smiles="CNC(=O)[C@@H](N)CO" e_lumo_ha=0.0236 de_lowest_kcal_mol=42.2
N 0.3766 -0.6399 -1.1470 -0.27 -0.29 0.10
C 0.6574 -0.0238 0.1567 -0.93 0.31 -1.20
C 1.8071 0.9905 0.0500 0.52 0.38 1.02
O 2.8460 0.5781 -0.8279 -0.10 -0.50 0.25
C -0.5869 0.7201 0.7344 0.99 -0.42 0.58
N -1.8082 0.1331 0.8005 0.51 0.05 -0.29
C -2.2726 -1.0804 0.1771 -0.61 0.23 -1.03
O -0.3769 1.7953 1.2712 -0.38 0.28 -0.15
H 0.2916 0.0518 -1.8802 0.11 0.14 0.05
H 1.1135 -1.2747 -1.4261 0.03 0.14 0.04
H 0.8574 -0.8459 0.8548 0.26 0.18 -0.01
H 1.5076 1.9876 -0.2743 -0.42 -0.35 -0.34
H 2.1883 1.1892 1.0593 0.15 -0.19 -0.06
H 3.1533 -0.2881 -0.5240 0.11 0.29 -0.12
H -2.4954 0.7800 1.1226 -0.38 0.27 0.38
H -1.5360 -1.3916 -0.5534 0.27 -0.55 0.46
H -3.1191 -0.8371 -0.4776 -0.20 -0.01 0.32
H -2.6037 -1.8443 0.8838 0.34 0.02 -0.02

16
Properties=species:S:1:pos:R:3:forces:R:3 method="wB97M-V/def2-TZVPD" e_homo_ev=-6.651 gap_ev=7.55 e_lumo_ha=0.0330 de_lowest_kcal_mol=77.5
C 1.7877 -0.9655 0.0996 2.43 1.22 0.93
C -1.6375 -1.0180 0.3789 -0.91 -0.69 0.58
C -1.5072 0.3174 0.2275 1.34 -1.46 -0.54
C -0.1156 0.4144 -0.2028 -0.43 -0.32 0.52
H 1.9651 -0.4662 1.0555 0.29 -0.35 0.58
H 2.3886 -0.3409 -0.5607 0.10 -0.43 -0.38
H 2.1138 -1.9852 0.1105 0.07 -0.51 -0.09
H -0.5505 -2.7813 -0.1382 0.54 2.57 0.17
H -2.5470 -1.5251 0.6625 0.02 -0.22 0.01
H -2.1642 1.1236 0.4708 -0.29 -0.01 -0.05
H -0.9318 2.6172 -0.6601 -0.22 -0.33 -0.34
H 0.5339 3.2748 -0.6759 1.44 1.78 -0.98
N 0.4681 -0.8040 -0.2287 -2.71 -3.63 -1.58
N -0.4778 -1.7687 0.2183 -1.17 -0.17 0.30
N 0.6602 1.3581 -0.4332 0.87 1.60 -0.69
N 0.0141 2.5493 -0.3239 -1.39 0.95 1.56

What did the third record say?
16
Properties=species:S:1:pos:R:3:forces:R:3 method="wB97M-V/def2-TZVPD" e_homo_ev=-6.651 gap_ev=7.55 e_lumo_ha=0.0330 de_lowest_kcal_mol=77.5
C 1.7877 -0.9655 0.0996 2.43 1.22 0.93
C -1.6375 -1.0180 0.3789 -0.91 -0.69 0.58
C -1.5072 0.3174 0.2275 1.34 -1.46 -0.54
C -0.1156 0.4144 -0.2028 -0.43 -0.32 0.52
H 1.9651 -0.4662 1.0555 0.29 -0.35 0.58
H 2.3886 -0.3409 -0.5607 0.10 -0.43 -0.38
H 2.1138 -1.9852 0.1105 0.07 -0.51 -0.09
H -0.5505 -2.7813 -0.1382 0.54 2.57 0.17
H -2.5470 -1.5251 0.6625 0.02 -0.22 0.01
H -2.1642 1.1236 0.4708 -0.29 -0.01 -0.05
H -0.9318 2.6172 -0.6601 -0.22 -0.33 -0.34
H 0.5339 3.2748 -0.6759 1.44 1.78 -0.98
N 0.4681 -0.8040 -0.2287 -2.71 -3.63 -1.58
N -0.4778 -1.7687 0.2183 -1.17 -0.17 0.30
N 0.6602 1.3581 -0.4332 0.87 1.60 -0.69
N 0.0141 2.5493 -0.3239 -1.39 0.95 1.56